Below is 7 unconnected molecules or ions with the total composition C34H40N4O12, with properties calculated with the ωB97M-V functional and the def2-TZVPD basis.

Properties
HOMO energy in eV: -9.42
Frontier orbital gap in eV: 7.910
Energy in eV: -66433.1427
Structure (SMILES): O=C1C=C(O)C(=O)C=C1O.O=C1C=C(O)C(=O)C=C1O.O=C1C=C(O)C(=O)C=C1O.CCCC#N.CCCC#N.CCCC#N.CCCC#N
Charge: 0

CARTESIAN COORDINATES (ANGSTROEM)
C1 6.392 15.662 15.155
C2 6.144 14.354 14.903
C3 7.088 13.231 15.334
O1 6.703 12.111 15.000
C4 8.263 13.581 15.997
C5 8.580 14.857 16.136
C6 7.698 15.992 15.675
O2 8.266 17.093 15.775
O3 9.725 15.260 16.738
O4 5.117 13.928 14.163
H1 5.590 16.366 14.965
H2 8.981 12.802 16.303
H3 9.647 16.259 16.619
H4 5.285 13.015 14.063
C7 14.485 21.409 16.140
C8 14.318 22.598 16.732
C9 13.569 23.712 16.111
O5 13.544 24.791 16.686
C10 12.889 23.443 14.826
C11 12.893 22.271 14.281
C12 13.786 21.167 14.810
O6 14.005 20.170 14.151
O7 12.311 22.065 13.103
O8 14.807 22.848 17.969
H5 14.788 20.549 16.691
H6 12.536 24.374 14.520
H7 12.488 21.134 12.911
H8 14.335 23.646 18.290
C13 11.148 11.653 10.589
C14 10.599 12.438 11.496
C15 9.266 12.065 12.119
O9 8.745 12.947 12.800
C16 8.692 10.773 11.850
C17 9.280 9.969 10.957
C18 10.493 10.368 10.242
O10 10.820 9.599 9.333
O11 8.871 8.784 10.551
O12 11.059 13.666 11.882
H9 12.048 11.880 10.080
H10 7.704 10.468 12.294
H11 9.566 8.486 9.941
H12 11.908 13.940 11.465
C19 13.703 19.120 10.430
C20 14.695 18.014 10.033
C21 15.002 17.002 11.151
C22 14.188 15.743 10.969
N1 13.682 14.739 10.733
H13 12.646 18.731 10.668
H14 13.621 19.818 9.602
H15 14.024 19.716 11.321
H16 15.635 18.519 9.747
H17 14.496 17.526 9.026
H18 14.715 17.402 12.185
H19 16.042 16.683 11.068
C23 5.518 22.393 12.076
C24 7.014 22.600 12.410
C25 7.738 21.277 12.668
C26 7.829 20.413 11.501
N2 8.069 19.666 10.685
H20 5.105 21.730 12.848
H21 5.375 21.893 11.101
H22 4.864 23.277 11.978
H23 7.302 23.231 13.264
H24 7.568 22.963 11.570
H25 7.213 20.756 13.512
H26 8.725 21.410 13.068
C27 10.508 18.934 16.832
C28 9.627 20.114 16.334
C29 9.436 21.067 17.482
C30 10.703 21.763 17.815
N3 11.586 22.429 18.133
H27 11.279 19.295 17.440
H28 10.900 18.292 16.073
H29 9.848 18.313 17.441
H30 8.641 19.757 16.053
H31 10.022 20.559 15.446
H32 9.112 20.558 18.390
H33 8.764 21.919 17.314
C31 8.047 16.651 12.044
C32 9.161 16.622 11.068
C33 10.601 16.648 11.689
C34 10.811 17.900 12.443
N4 10.845 18.824 13.130
H34 8.022 15.699 12.657
H35 7.038 16.696 11.567
H36 8.217 17.439 12.784
H37 9.012 17.454 10.379
H38 9.230 15.788 10.428
H39 11.387 16.392 11.005
H40 10.709 15.848 12.388

=====

Below is a molecular structure, C34H40N9O4S3Ti, with properties calculated with the ωB97M-V functional and the def2-TZVPD basis.

Properties
HOMO energy (spin up / spin down) in eV: -12.39 / -13.10
Frontier orbital gap (spin up / spin down) in eV: 6.121 / 6.824
⟨S²⟩: 0.758
Energy in eV: -113118.3522
Multiplicity: 2
Charge: +2
ΔE to the lowest compared entry with this formula, charge and spin in kcal/mol: 35.1

CARTESIAN COORDINATES (ANGSTROEM)
Ti1 0.522 -0.888 -0.262
N1 2.925 -0.443 3.043
C1 2.272 -1.121 2.030
S1 0.527 -1.393 2.152
N2 2.960 -1.487 0.994
N3 2.151 -1.947 0.008
C2 2.393 -2.993 -0.692
C3 1.199 -3.467 -1.364
C4 1.132 -4.582 -2.186
C5 -0.106 -5.062 -2.569
C6 -1.247 -4.422 -2.100
C7 -1.107 -3.286 -1.327
N4 0.083 -2.788 -0.982
H1 2.851 -0.881 3.953
H2 3.892 -0.250 2.779
H3 3.332 -3.535 -0.655
H4 2.047 -5.070 -2.495
H5 -0.191 -5.933 -3.204
H6 -2.232 -4.798 -2.337
H7 -1.967 -2.747 -0.960
N5 0.889 1.394 3.505
C8 0.796 2.877 3.326
C9 -0.682 3.280 3.403
C10 -1.473 2.764 2.192
N6 -1.458 1.294 2.196
C11 -0.844 3.314 0.914
C12 0.630 2.955 0.734
N7 0.811 1.560 0.243
C13 1.434 3.275 1.999
H8 0.685 1.121 4.466
H9 1.806 0.990 3.259
H10 0.119 0.976 2.893
H11 1.354 3.354 4.131
H12 -0.759 4.367 3.434
H13 -1.118 2.903 4.334
H14 -2.497 3.150 2.258
H15 -1.541 0.906 1.263
H16 -2.208 0.924 2.767
H17 -0.927 4.402 0.943
H18 -1.400 2.968 0.036
H19 1.028 3.616 -0.039
H20 1.831 1.426 0.222
H21 0.582 1.612 -0.749
H22 1.570 4.357 2.021
H23 2.437 2.843 1.917
O1 4.921 0.615 1.601
S2 4.858 1.240 0.309
O2 5.181 2.628 0.210
N8 3.314 1.015 -0.312
C14 3.345 0.386 -1.437
S3 1.881 -0.050 -2.261
C15 4.687 -0.046 -1.893
C16 5.022 -0.781 -3.016
C17 6.352 -1.153 -3.183
C18 7.313 -0.814 -2.238
C19 6.977 -0.078 -1.105
C20 5.661 0.297 -0.963
H24 4.266 -1.046 -3.743
H25 6.642 -1.716 -4.061
H26 8.339 -1.126 -2.378
H27 7.719 0.186 -0.363
C21 -5.557 0.775 3.352
O3 -4.750 0.772 2.167
C22 -4.665 -0.387 1.460
C23 -5.094 -1.623 1.913
C24 -5.011 -2.727 1.077
C25 -4.515 -2.601 -0.211
C26 -4.071 -1.371 -0.668
C27 -4.129 -0.265 0.167
N9 -3.863 1.064 -0.254
C28 -3.346 1.556 -1.347
C29 -2.560 0.934 -2.358
C30 -2.796 1.415 -3.669
C31 -2.210 0.838 -4.761
C32 -1.338 -0.236 -4.564
C33 -1.022 -0.672 -3.293
C34 -1.561 -0.063 -2.154
O4 -1.077 -0.325 -0.941
H28 -6.544 0.359 3.155
H29 -5.658 1.816 3.645
H30 -5.068 0.215 4.151
H31 -5.514 -1.729 2.903
H32 -5.360 -3.686 1.437
H33 -4.493 -3.457 -0.871
H34 -3.732 -1.259 -1.688
H35 -4.329 1.731 0.357
H36 -3.622 2.592 -1.524
H37 -3.506 2.224 -3.799
H38 -2.417 1.200 -5.757
H39 -0.871 -0.711 -5.416
H40 -0.304 -1.470 -3.168

=====

The lowest charge belongs to which entry?
C34H40N4O12